Entry 1:
# C3H14N2O3

A 3-piece molecular cluster, C3H14N2O3 overall in a non-equilibrium geometry (ωB97M-V/def2-TZVPD, OMol25).

Its highest occupied orbital energy (spin up / spin down) is -0.5175 / -0.5175 Ha. For the frontier orbital gap (spin up / spin down), the calculation gives 10.521 / 5.658 eV.

```
! wB97M-V def2-TZVPD RIJCOSX def2/J DEFGRID3
* xyz 1 2
C -1.218 0.480 1.805
C 0.334 0.563 2.275
O 1.268 0.665 1.170
N -1.355 1.001 0.469
C -2.005 0.302 -0.576
N -0.935 0.037 -1.550
H -1.706 1.088 2.565
H -1.494 -0.565 1.891
H 0.453 1.380 2.966
H 0.601 -0.417 2.662
H 0.822 1.245 0.551
H -1.585 1.992 0.465
H -2.823 0.859 -1.029
H -2.384 -0.688 -0.335
H -0.338 -0.766 -1.371
H -0.359 0.852 -1.778
H 1.969 -2.466 -1.184
H 2.083 -3.010 -2.584
O 1.757 -3.255 -1.692
H 2.223 0.340 -2.362
H 2.066 0.333 -0.815
O 2.627 0.033 -1.542
*
```

=====

Entry 2:
# C7H10BNO5

One molecule with the formula C7H10BNO5 in a non-equilibrium geometry (ωB97M-V/def2-TZVPD, OMol25).

Its highest occupied orbital energy is -0.3218 Ha. For the frontier orbital gap, the calculation gives 7.287 eV.

```
! wB97M-V def2-TZVPD RIJCOSX def2/J DEFGRID3
* xyz 0 1
B -1.559 -0.317 -0.048
C 1.194 -1.962 0.858
C -0.165 -2.365 0.475
C -3.803 0.576 0.523
C 3.677 0.287 -0.295
C 1.574 -0.748 0.464
C -5.226 0.489 0.107
C 4.957 0.526 0.397
N -0.661 0.623 -0.212
O -3.338 1.467 1.185
O 3.208 0.629 -1.311
O -1.234 -1.734 0.027
O -3.057 -0.347 -0.179
O 2.907 -0.353 0.679
H 1.904 -2.621 1.378
H -0.341 -3.372 0.699
H 1.105 -0.123 -0.225
H -5.842 0.963 0.797
H -5.352 0.955 -0.832
H -5.323 -0.566 -0.007
H 4.569 0.970 1.348
H 5.584 1.199 -0.367
H 5.508 -0.390 0.496
H -0.902 1.566 -0.286
*
```

=====

Entry 3:
# C2H3Cl2N

C2H3Cl2N as an isolated structure in a non-equilibrium geometry (ωB97M-V/def2-TZVPD, OMol25).

Its highest occupied orbital energy is -0.3128 Ha. For the frontier orbital gap, the calculation gives 8.297 eV.

```
! wB97M-V def2-TZVPD RIJCOSX def2/J DEFGRID3
* xyz 0 1
C 1.439 0.069 0.136
C -1.595 0.138 0.634
N 0.225 0.395 -0.048
Cl 2.713 1.266 0.032
Cl -2.457 1.426 -0.113
H 1.812 -0.930 0.271
H -1.753 -0.523 -0.128
H -0.082 1.414 0.061
*
```

=====

Entry 4:
# C24H19BrN8O4Pt

C24H19BrN8O4Pt as an isolated structure (ωB97M-V/def2-TZVPD, OMol25).

Its highest occupied orbital energy is -0.2844 Ha. For the frontier orbital gap, the calculation gives 6.789 eV.

```
! wB97M-V def2-TZVPD RIJCOSX def2/J DEFGRID3
* xyz 0 1
Pt 0.793 0.334 -0.023
N -9.115 0.181 2.240
C -7.982 0.165 2.054
C -6.561 0.146 1.824
C -6.068 0.095 0.523
C -4.701 0.069 0.310
C -3.817 0.109 1.387
C -4.321 0.157 2.685
C -5.686 0.171 2.908
C -2.355 0.089 1.128
C -1.870 -0.985 0.383
C -2.508 -2.229 0.132
C -1.577 -3.047 -0.465
C -0.394 -2.287 -0.586
N -0.569 -1.074 -0.081
C -1.567 1.111 1.664
C -1.987 2.227 2.432
C -0.855 2.923 2.791
C 0.229 2.232 2.216
N -0.178 1.154 1.555
H -6.754 0.077 -0.312
H -4.307 0.036 -0.697
H -3.637 0.158 3.523
H -6.080 0.197 3.915
H -3.519 -2.478 0.410
H -1.709 -4.066 -0.789
H 0.545 -2.554 -1.045
H -3.006 2.477 2.673
H -0.792 3.820 3.385
H 1.276 2.490 2.256
N 3.178 -1.248 3.177
N 4.342 -0.497 3.066
C 4.418 0.533 2.191
N 5.554 1.232 2.196
N 3.336 0.726 1.439
N 3.348 1.708 0.536
O 2.295 1.850 -0.116
O 4.284 2.471 0.336
H 2.582 -0.920 3.925
H 3.399 -2.228 3.268
H 5.015 -0.510 3.818
H 6.344 0.919 2.733
H 5.651 1.970 1.515
Br 2.544 1.035 -7.873
C 2.698 0.019 -6.277
C 3.569 -1.057 -6.244
C 3.679 -1.794 -5.073
C 2.937 -1.449 -3.954
C 2.062 -0.370 -4.006
C 1.936 0.367 -5.177
C 1.220 0.028 -2.819
O 1.702 -0.401 -1.686
O 0.207 0.683 -2.970
H 4.151 -1.313 -7.119
H 4.353 -2.641 -5.039
H 3.028 -2.006 -3.032
H 1.240 1.193 -5.209
*
```

=====

Computed values of E_tot (unit: hartree) for the preceding records, in sequence: -457.56626, -728.52970, -1052.98215, -4358.21793.
Computed values of relative energy (zero: lowest compared OMol25 entry of this formula, charge and spin) (unit: eV) for the preceding records, in sequence: 3.171, 0.000, 3.833, 0.000.